(1)
This record from OMol25 describes a cluster of 4 separate species, C35H41F2NO15SSi2 in total in a non-equilibrium geometry. The level of theory is ωB97M-V/def2-TZVPD.

XYZ file:
```
97
Properties=species:S:1:pos:R:3
C 4.73096 0.83332 0.96541
O 4.63476 0.92579 -0.44093
C 5.81144 1.42130 -1.08858
C 5.54301 2.80636 -1.67023
C 5.15229 3.86288 -0.62776
C 3.64686 4.17655 -0.53503
Si 2.87500 4.99181 -2.03361
S 2.45037 3.64950 -3.65296
C 3.95941 6.44969 -2.59979
O 5.22635 5.96673 -3.10246
N 5.21628 5.98204 -4.49320
O 6.15616 5.44128 -4.92765
C 1.17248 5.71990 -1.46455
F 1.30509 6.03977 -0.11512
F 0.92154 6.90303 -2.12001
C -0.00118 4.77603 -1.59059
C -1.33472 5.40515 -1.10951
Si -2.39299 4.15471 -0.17818
C -4.01586 4.98825 0.27016
C -1.43158 3.64474 1.35923
C -2.57736 2.64136 -1.28044
C -2.72921 2.77211 -2.66401
C -2.82646 1.65466 -3.47013
C -2.76955 0.38128 -2.92847
C -2.63204 0.22663 -1.55461
C -2.53909 1.35584 -0.75629
H 5.09716 -0.15547 1.26318
H 3.75119 1.00376 1.41342
H 5.40648 1.58372 1.38625
H 5.98290 0.74774 -1.93268
H 6.67420 1.40237 -0.41934
H 4.81144 2.68795 -2.46798
H 6.47219 3.12684 -2.15575
H 5.46455 3.52056 0.36242
H 5.71799 4.77834 -0.80657
H 3.51516 4.90046 0.27810
H 3.07581 3.29436 -0.23062
H 3.16993 4.14281 -4.67332
H 4.13207 7.11059 -1.75058
H 3.44455 6.98522 -3.39881
H -0.11419 4.51645 -2.64320
H 0.25971 3.86472 -1.04402
H -1.09332 6.21840 -0.41842
H -1.85003 5.83516 -1.96898
H -4.80678 4.28390 0.52283
H -4.31667 5.67850 -0.51902
H -3.82833 5.61125 1.15129
H -0.54163 3.07974 1.07313
H -2.03928 3.04397 2.03509
H -1.07251 4.55321 1.84842
H -2.77082 3.75996 -3.11245
H -2.95162 1.74824 -4.54334
H -2.83896 -0.49525 -3.56989
H -2.58341 -0.76201 -1.11369
H -2.42949 1.20034 0.31416
O -4.48765 -6.02237 0.12751
C -3.96043 -5.21114 0.86795
C -3.17305 -4.08439 0.39883
C -2.61755 -3.25772 1.29378
O -1.88099 -2.20322 0.94803
C -2.77697 -3.45199 2.77859
O -2.21607 -2.65501 3.50779
C -3.58699 -4.56907 3.24503
C -4.14382 -5.39499 2.34946
O -4.89614 -6.43683 2.69600
H -3.06020 -3.95083 -0.67403
H -1.60341 -1.78669 1.78704
H -3.71298 -4.69992 4.30768
H -5.16658 -6.86194 1.85970
O -2.24297 -2.03172 -4.80641
C -1.67039 -3.10083 -4.69522
C -0.82721 -3.67257 -5.72886
C -0.24540 -4.86327 -5.53091
O 0.53844 -5.44600 -6.42988
C -0.44156 -5.63997 -4.25736
O 0.10611 -6.72085 -4.16180
C -1.27000 -5.05628 -3.21352
C -1.84637 -3.86605 -3.41362
O -2.61723 -3.27636 -2.49640
H -0.69511 -3.10667 -6.63997
H 0.82146 -6.29314 -6.03513
H -1.39338 -5.61575 -2.29659
H -2.91296 -2.43203 -2.88591
O 1.78063 -6.07646 8.66967
C 0.75766 -5.70712 8.12439
C -0.52839 -6.36399 8.28309
C -1.59800 -5.89313 7.62882
O -2.80543 -6.43944 7.72566
C -1.51041 -4.69450 6.72227
O -2.52248 -4.33769 6.14756
C -0.23140 -4.02451 6.57990
C 0.83773 -4.49379 7.23680
O 2.04053 -3.93574 7.15847
H -0.57852 -7.22461 8.93486
H -3.39014 -5.90725 7.15331
H -0.18760 -3.15627 5.93718
H 2.62500 -4.47440 7.72596
```

Output
Structure (SMILES) = COCCCC[Si@](S)(CON=O)C(F)(F)CC[Si](C)(C)c1ccccc1.O=C1C=C(O)C(=O)C=C1O.O=C1C=C(O)C(=O)C=C1O.O=C1C=C(O)C(=O)C=C1O
M = 841.9 g mol⁻¹
Net charge = 0
E_tot = -101185.5802 eV
Max |F| = 0.0196 hartree/bohr
Kohn-Sham gap = 7.60 eV

(2)
This record from OMol25 describes a cluster of 3 separate species, C11H21FN2O8S2 in total in a non-equilibrium geometry. The level of theory is ωB97M-V/def2-TZVPD.

XYZ file:
```
45
Properties=species:S:1:pos:R:3
C -1.34451 1.82022 2.34707
C -2.12482 1.76722 0.96011
N -1.37278 0.88997 0.04562
N -0.21763 1.49371 -0.42321
C -0.45024 2.48183 -1.50424
S 0.21137 4.11946 -0.87629
O 0.91281 3.95680 0.42331
O -0.94486 5.04849 -0.79068
S 0.88533 0.26127 -0.89307
O 1.04414 -0.62320 0.28508
O 0.46077 -0.47088 -2.11034
F 2.31628 1.02711 -1.16828
H -0.33132 2.24051 2.12541
H -1.20403 0.76702 2.67428
H -1.87456 2.44565 3.09338
H -2.21042 2.82983 0.60995
H -3.14696 1.38983 1.19509
H -1.94747 0.49628 -0.70039
H -1.51544 2.58788 -1.80115
H 0.20208 2.20570 -2.38147
H 1.12653 4.64582 -1.78569
O -0.71697 1.35549 5.06479
C -0.04365 0.48852 5.54246
C 1.22402 -0.07630 4.95269
C 1.40171 -1.35982 5.74500
C 0.74602 -1.01552 7.06645
O -0.30912 -0.10027 6.73706
H 2.04006 0.62780 5.12698
H 1.10712 -0.26983 3.88780
H 2.44029 -1.67392 5.84862
H 0.85248 -2.17010 5.25862
H 1.43467 -0.51901 7.75571
H 0.32714 -1.89279 7.55862
O -2.23382 -1.69111 -5.78420
C -1.22818 -2.33891 -5.84273
C 0.09948 -1.97658 -5.22696
C 1.05235 -2.91906 -5.94121
C 0.16051 -4.10345 -6.25101
O -1.14693 -3.54803 -6.45531
H 0.05879 -2.17364 -4.15396
H 0.34557 -0.93391 -5.41509
H 1.93228 -3.18412 -5.35505
H 1.39479 -2.45903 -6.87193
H 0.11072 -4.81470 -5.42197
H 0.47644 -4.63221 -7.14985
```

Output
Structure (SMILES) = CCNN(C[SH](=O)=O)S(=O)(=O)F.O=C1CCCO1.O=C1CCCO1
M = 392.4 g mol⁻¹
Net charge = 0
E_tot = -55491.9630 eV
Energy relative to the best compared isomer or geometry (same formula, charge and spin) = 146.74 kJ/mol
Max |F| = 0.1071 hartree/bohr
Kohn-Sham gap = 9.83 eV

(3)
This record from OMol25 describes the ion C5H7N2OS with charge +1 in a non-equilibrium geometry. The level of theory is ωB97M-V/def2-TZVPD.

XYZ file:
```
16
Properties=species:S:1:pos:R:3
C -0.75929 -1.78355 -0.90193
C -1.41635 -1.45537 1.37230
C -0.22050 -0.61936 -0.34176
C 1.13332 1.50008 0.31441
C 0.74173 0.43809 -0.80754
N -0.66015 -0.46245 0.97589
N 1.28242 0.51810 -1.92154
O -0.07824 2.14199 0.68024
S -1.60160 -2.73201 0.19860
H -0.55549 -2.30026 -1.87245
H -1.70823 -1.65567 2.45507
H 1.91927 2.16087 -0.21663
H 1.61651 1.24102 1.37719
H -0.42613 2.69223 -0.06099
H 1.20130 -0.02038 -2.81567
H -0.46856 0.33668 1.56482
```

Output
M = 143.2 g mol⁻¹
Net charge = +1
E_tot = -21152.9011 eV
Energy relative to the best compared isomer or geometry (same formula, charge and spin) = 168.25 kJ/mol
Max |F| = 0.0602 hartree/bohr
Kohn-Sham gap = 9.03 eV

(4)
This record from OMol25 describes a cluster of 2 separate species, CH3BrS in total in a non-equilibrium geometry. The level of theory is ωB97M-V/def2-TZVPD.

XYZ file:
```
6
Properties=species:S:1:pos:R:3
C -0.05866 -0.01320 -0.28169
S -2.45662 -0.39609 -0.70032
Br -2.27018 -2.29183 -1.64894
H 0.27600 0.90743 0.19062
H 0.20415 -0.00173 -1.32229
H 0.38748 -0.87762 0.16346
```

Output
M = 127.0 g mol⁻¹
Net charge = 0
E_tot = -81961.2836 eV
Energy relative to the best compared isomer or geometry (same formula, charge and spin) = 163.57 kJ/mol
Max |F| = 0.0690 hartree/bohr
Kohn-Sham gap (spin up / spin down) = 8.00 / 8.00 eV

(5)
This record from OMol25 describes a structure of composition C22H45LuN2OP3 in a non-equilibrium geometry. The level of theory is ωB97M-V/def2-TZVPD.

XYZ file:
```
74
Properties=species:S:1:pos:R:3
Lu -0.20849 -2.66662 -0.89770
P 2.49243 -0.92519 -0.53391
P 0.16488 0.47198 1.64143
P -1.29400 2.24280 -2.84816
H -2.57821 -4.37394 -1.05994
C -2.00653 -4.34509 -2.00829
C -0.63765 -4.40680 -2.14794
H -0.01131 -5.03639 -1.48859
C 3.82218 -2.06854 0.03053
C 3.31810 0.61995 0.07595
C 2.92044 -0.65185 -2.30675
C -1.53534 1.05382 1.98215
C 0.67552 0.24434 3.38643
C 0.90439 2.12753 1.37020
C -1.08825 2.26287 -4.63773
C 0.26179 2.65722 -2.09029
C -2.55804 3.23773 -2.01464
H -2.64931 -4.43167 -2.86664
H -0.23931 -4.20247 -3.14750
H 3.60143 -3.10501 -0.25944
H 3.93323 -1.98826 1.12252
H 4.77779 -1.77586 -0.41939
H 3.27642 0.66399 1.17223
H 2.86368 1.50920 -0.37880
H 4.38102 0.65923 -0.19837
H 2.45618 -1.42362 -2.93817
H 4.00770 -0.68438 -2.45551
H 2.57983 0.34762 -2.61547
H -1.50309 2.10108 2.29610
H -1.98810 0.45461 2.77592
H -2.14936 0.95843 1.08254
H 0.24440 1.05413 3.98937
H 1.76800 0.24511 3.47121
H 0.30980 -0.72173 3.74858
H 0.31031 2.88153 1.89119
H 0.87671 2.36223 0.30385
H 1.94606 2.17705 1.69192
H -0.77926 3.27980 -4.94418
H -2.06618 2.05553 -5.11413
H -0.35802 1.49640 -4.96921
H 0.99691 3.05989 -2.78926
H 0.64240 1.73358 -1.61048
H 0.04707 3.37373 -1.28968
H -2.94686 4.04740 -2.65895
H -2.08466 3.64696 -1.10406
H -3.38166 2.57629 -1.68721
C -2.10007 -1.21077 -2.98330
C -3.42184 -0.96555 -2.57954
C -4.45177 -1.25534 -3.43643
C -4.14594 -1.59135 -4.76176
C -2.82290 -1.67874 -5.19037
C -1.76350 -1.42023 -4.34255
O -1.17593 -1.33495 -2.03724
H -1.61616 0.94891 -2.38302
H -3.55983 -0.54522 -1.59316
H -5.46028 -1.33263 -3.02300
H -4.95136 -1.68346 -5.48581
H -2.59415 -2.00155 -6.21295
H -0.72330 -1.37871 -4.69211
C -3.18655 -2.64548 4.15284
C -2.20226 -2.75019 3.05541
C -1.11116 -3.57511 3.19845
C -0.37686 -3.54161 2.03143
N -1.02644 -2.73711 1.12369
N -2.12793 -2.24745 1.81019
C 0.86670 -4.28077 1.81637
H -3.82177 -3.55319 4.16242
H -2.59315 -2.68279 5.08708
H -3.80797 -1.73946 4.18129
H -0.82119 -4.08775 4.09815
H -2.71455 -1.52667 1.39677
H 1.70765 -3.69583 1.42212
H 1.20266 -4.68259 2.77941
H 0.68641 -5.14646 1.16591
```

Output
M = 621.5 g mol⁻¹
Net charge = +3
E_tot = -90033.2245 eV
Max |F| = 0.1006 hartree/bohr
Kohn-Sham gap = 6.17 eV

(6)
This record from OMol25 describes a structure of composition C7H18NOPS in a non-equilibrium geometry. The level of theory is ωB97M-V/def2-TZVPD.

XYZ file:
```
29
Properties=species:S:1:pos:R:3
C 1.81725 -1.43234 -1.25688
C -2.79744 1.95450 -1.52400
C 1.55475 -1.40399 1.83654
C 0.96662 2.59581 1.23666
C 0.50949 -1.59565 -0.50776
C -2.14868 0.76577 -0.77030
C 0.58431 -2.12266 0.89923
N -0.19516 1.76539 0.97242
O 0.37533 1.53890 -1.69424
P -0.39993 1.27552 -0.49898
S -1.01369 -2.17305 1.86020
H 1.70330 -1.10224 -2.18252
H 2.54519 -0.73748 -0.82429
H 2.20759 -2.51784 -1.27080
H -2.71533 2.83568 -0.93983
H -2.27751 2.07388 -2.41893
H -3.85714 1.59956 -1.74944
H 2.15366 -2.04078 2.40171
H 1.01709 -0.77146 2.61618
H 2.24475 -0.69601 1.23033
H 1.24196 2.79140 0.19804
H 0.67991 3.46478 1.91149
H 1.78301 2.08395 1.83760
H -0.15268 -2.28572 -1.10814
H -0.15759 -0.54678 -0.39477
H -1.90330 -0.06037 -1.53201
H -2.75317 0.38154 0.03260
H 0.80692 -3.22591 0.79845
H -1.81952 -2.41442 0.84144
```

Output
M = 195.3 g mol⁻¹
Net charge = 0
E_tot = -31210.5901 eV
Energy relative to the best compared isomer or geometry (same formula, charge and spin) = 244.94 kJ/mol
Max |F| = 0.1000 hartree/bohr
Kohn-Sham gap = 9.66 eV

(7)
This record from OMol25 describes a structure of composition C44H111F6N9O13Zn in a non-equilibrium geometry. The level of theory is ωB97M-V/def2-TZVPD.

XYZ file:
```
184
Properties=species:S:1:pos:R:3
Zn -0.55458 0.06159 -3.56938
C 0.84620 -0.79804 -1.07367
O -0.55489 -0.96408 -1.15140
O 1.08659 -0.19556 -2.31930
C 1.48386 -0.02801 0.22223
F 0.63015 0.90447 0.71266
F 1.88523 -0.85738 1.13126
F 2.61042 0.69897 -0.04882
C -1.16593 -1.40836 0.07152
C -2.58573 -1.85342 -0.09665
H -3.26993 -1.08647 -0.45962
H -2.60998 -2.48923 -0.98167
H -2.98596 -2.27895 0.82359
H -1.12386 -0.53092 0.71685
H -0.60383 -2.13272 0.66094
H 1.36001 -1.75731 -1.13607
C -2.63243 2.08531 -2.58212
O -3.26727 0.88609 -3.25544
O -1.24251 1.86088 -2.87676
C -3.40103 3.41938 -2.84306
F -2.68595 4.49834 -2.50824
F -3.63930 3.46712 -4.10332
F -4.60271 3.44770 -2.16749
C -4.68986 0.65775 -3.07779
C -5.08093 -0.74778 -3.50801
H -4.83818 -1.40359 -2.67191
H -6.16303 -0.86149 -3.44288
H -4.61342 -0.98620 -4.46336
H -5.25343 1.32962 -3.72515
H -5.01402 0.87855 -2.06081
H -2.83219 1.85439 -1.53576
C -4.44099 -2.82735 4.68692
C -3.20518 -2.81924 5.65914
C -1.99137 -2.01999 5.20009
O -1.26567 -2.79547 4.17121
C -0.02715 -2.27999 3.79161
N -3.83353 -2.46074 6.94840
H -5.09622 -1.95629 4.68227
H -5.05852 -3.71062 4.84998
H -4.02661 -3.02694 3.69872
H -2.90311 -3.85971 5.77871
H -1.40321 -1.78600 6.08746
H -2.30483 -1.15475 4.61598
H 0.78664 -2.65539 4.41203
H -0.00063 -1.20435 3.61725
H 0.08768 -2.57279 2.74798
H -4.54743 -3.15138 7.13132
H -4.34055 -1.59677 6.81955
C 5.82724 1.44241 0.59159
C 6.45680 1.18414 -0.73905
C 6.40602 -0.30493 -1.11708
O 7.02592 -0.60112 -2.39954
C 6.57398 -1.78420 -3.03569
N 5.78317 2.01912 -1.77388
H 5.90095 2.46649 0.95752
H 6.39073 0.85381 1.31555
H 4.81803 1.04786 0.70967
H 7.51036 1.42106 -0.88728
H 5.35836 -0.59314 -1.03079
H 6.89888 -0.92130 -0.36523
H 5.48935 -1.68317 -2.99703
H 6.93675 -2.68875 -2.54756
H 6.74276 -1.86251 -4.10969
H 6.03552 1.48513 -2.59320
H 6.39672 2.81559 -1.87031
C 3.70674 -0.79877 -5.02773
C 4.29505 0.54063 -4.59918
C 4.96572 1.25228 -5.79429
O 5.46190 2.51429 -5.32767
C 6.88491 2.39266 -4.90323
N 3.25409 1.24268 -3.92702
H 3.16601 -0.59190 -5.95127
H 3.00399 -1.38442 -4.43508
H 4.51730 -1.51640 -5.15463
H 5.11394 0.40779 -3.89217
H 4.21230 1.61630 -6.49284
H 5.53385 0.63378 -6.48911
H 7.06306 1.85632 -3.97118
H 7.22050 3.40289 -4.66887
H 7.58446 2.07082 -5.67467
H 2.49508 0.90183 -4.49957
H 2.96994 0.66984 -3.14523
C -0.19463 5.46563 3.83857
C 0.01540 5.37949 2.28863
C -1.35280 5.48606 1.67851
O -2.21357 4.42653 1.95486
C -1.82696 3.05480 1.65116
N 0.93804 6.49667 1.79501
H 0.73187 5.32135 4.39436
H -0.85279 4.72313 4.28981
H -0.68587 6.39449 4.12843
H 0.47068 4.44576 1.95853
H -1.41985 5.60406 0.59699
H -1.90465 6.39093 1.93297
H -2.47465 2.85865 0.79669
H -2.06275 2.43811 2.51846
H -0.81533 2.80199 1.33367
H 0.42002 7.34970 1.63982
H 1.64373 6.81547 2.44345
C 3.50363 4.44424 0.42281
C 2.31386 4.14418 -0.43527
C 1.74015 5.40792 -1.19398
O 2.63141 5.68186 -2.23603
C 2.48034 6.85843 -2.93119
N 2.49784 2.92669 -1.25050
H 3.99422 3.57633 0.86346
H 3.27597 5.25874 1.11047
H 4.29141 4.87044 -0.19835
H 1.44300 3.92190 0.18142
H 1.74955 6.23721 -0.48666
H 0.75367 5.27456 -1.63801
H 2.71402 7.67804 -2.25168
H 1.57161 6.96525 -3.52356
H 3.22998 6.97811 -3.71338
H 3.04234 2.23210 -0.75943
H 1.57987 2.52706 -1.11735
C -8.99817 -0.00167 1.38046
C -7.79403 -0.98820 1.16648
C -6.34071 -0.60943 1.44210
O -6.13390 0.81187 1.18603
C -4.78928 1.11343 0.88812
N -8.22248 -2.26851 1.64166
H -8.73657 1.02758 1.13490
H -9.22155 0.13605 2.43839
H -9.92836 -0.26951 0.87935
H -7.67407 -1.11342 0.09036
H -5.73421 -1.39211 0.98641
H -6.16065 -0.65764 2.51604
H -4.36557 0.60515 0.02196
H -4.07090 0.92748 1.68653
H -4.76420 2.17196 0.62934
H -9.22790 -2.32100 1.56128
H -8.14967 -2.18464 2.64553
C 0.64856 1.36497 3.86824
C 1.73020 0.86537 4.84075
C 3.00504 0.39785 4.00467
O 4.16792 0.02474 4.82315
C 5.31307 -0.33404 4.10788
N 2.06620 2.00739 5.73198
H -0.16836 1.75169 4.47750
H 0.39645 0.78490 2.98051
H 0.80665 2.37899 3.50100
H 1.32717 -0.01434 5.34251
H 3.38098 1.15597 3.31764
H 2.69842 -0.38592 3.31200
H 5.82341 0.55038 3.72649
H 5.07686 -1.09137 3.36038
H 6.02810 -0.77632 4.80159
H 2.90714 1.62011 6.13563
H 2.25013 2.76377 5.08842
C -0.14609 -3.08665 -4.55106
C -1.60493 -2.68932 -4.53357
C -2.60042 -3.81374 -4.16584
O -2.35254 -4.23700 -2.84155
C -3.34305 -5.18473 -2.34218
N -1.72230 -1.57529 -3.53393
H 0.49235 -2.34513 -5.03131
H 0.04933 -4.01888 -5.08102
H 0.24766 -3.04356 -3.53558
H -1.76795 -2.25128 -5.51828
H -2.60841 -4.58505 -4.93599
H -3.58238 -3.35545 -4.28344
H -2.98374 -5.54265 -1.37735
H -3.60279 -6.08299 -2.90234
H -4.30070 -4.74119 -2.06964
H -1.87336 -2.25838 -2.80545
H -2.62462 -1.12764 -3.60831
C 1.66544 -6.61122 0.01320
C 0.90610 -5.79663 1.17052
C -0.61529 -6.02797 0.95826
O -1.31181 -5.31844 1.94943
C -2.65694 -5.08293 1.69785
N 1.43193 -6.41943 2.33212
H 2.74815 -6.48835 0.04058
H 1.35877 -6.24945 -0.96821
H 1.42034 -7.67167 -0.04578
H 1.07414 -4.72452 1.06837
H -1.02081 -7.03363 1.06911
H -0.94582 -5.82363 -0.06011
H -3.06204 -4.59544 2.58460
H -3.24955 -5.99393 1.61434
H -2.84937 -4.51912 0.78506
H 0.91840 -6.09028 3.13714
H 1.21670 -7.40183 2.23910
```

Output
M = 1153.8 g mol⁻¹
Net charge = 0
E_tot = -152166.4615 eV
Max |F| = 0.0832 hartree/bohr
Kohn-Sham gap = 6.62 eV